[1]
Below is C54H135N9 as an isolated structure in a non-equilibrium geometry, with properties calculated with ωB97M-V/def2-TZVPD.

Geometry as ORCA input:
```
! RIJCOSX wB97M-V def2-TZVPD def2/J DEFGRID3
* xyz 0 1
C 1.9739 -4.1675 -3.8263
C 1.2663 -3.5930 -2.5196
N 2.2811 -2.7676 -1.8099
C 2.1773 -1.4364 -2.4409
C 3.3531 -0.4893 -2.0168
C 1.9640 -2.6670 -0.3718
C 2.4369 -3.9812 0.2933
H 1.2864 -4.7897 -4.3993
H 2.8572 -4.7376 -3.5386
H 2.4174 -3.4023 -4.4635
H 0.3019 -3.1289 -2.7260
H 0.9620 -4.4657 -1.9418
H 2.2173 -1.4582 -3.5300
H 1.2069 -1.0065 -2.1926
H 3.2189 -0.0694 -1.0199
H 4.2312 -1.1345 -1.9896
H 3.5827 0.2724 -2.7619
H 0.9021 -2.4438 -0.2685
H 2.3818 -1.7567 0.0584
H 2.2372 -3.8271 1.3537
H 3.5116 -4.0668 0.1327
H 1.8880 -4.8673 -0.0257
C -1.1486 -3.0153 -0.0321
C -0.7275 -1.6067 0.3879
N -0.5194 -0.7214 -0.7704
C -0.1409 0.6078 -0.3383
C 1.3284 0.5670 0.1136
C -1.6277 -0.7494 -1.7224
C -1.2182 -0.1790 -3.0636
H -2.1292 -3.0144 -0.5080
H -1.1483 -3.5775 0.9018
H -0.3802 -3.2809 -0.7581
H -1.5848 -1.2471 0.9570
H 0.1684 -1.6260 1.0085
H -0.1856 1.3960 -1.0898
H -0.7959 1.0119 0.4335
H 1.4555 0.1029 1.0916
H 1.9511 0.0719 -0.6315
H 1.6495 1.6084 0.1358
H -2.4387 -0.1283 -1.3420
H -2.0229 -1.7475 -1.9114
H -0.2710 -0.6422 -3.3398
H -0.9784 0.8838 -3.0951
H -1.9539 -0.3766 -3.8432
C 2.1958 3.8783 1.3220
C 2.8814 2.5396 1.2300
N 4.1233 2.5545 0.4714
C 5.0208 1.4371 0.7105
C 6.4531 1.6105 0.1396
C 4.1411 2.8204 -0.9911
C 3.5670 1.6293 -1.8415
H 1.9360 4.2352 0.3253
H 2.9613 4.5149 1.7656
H 1.3297 3.8982 1.9836
H 2.9810 2.0598 2.2037
H 2.3080 1.7572 0.7329
H 5.0455 1.3826 1.7989
H 4.6344 0.4748 0.3745
H 6.5128 1.2610 -0.8911
H 6.8057 2.6270 0.3140
H 7.1364 0.9508 0.6744
H 5.1443 3.0517 -1.3490
H 3.6052 3.7147 -1.3092
H 4.2105 0.7496 -1.8459
H 3.5811 1.9199 -2.8919
H 2.5707 1.3804 -1.4761
C -5.4423 -2.2664 -1.6642
C -4.5669 -3.2318 -2.5006
N -3.3311 -3.4993 -1.7147
C -3.4038 -4.7028 -0.8929
C -4.3943 -4.6423 0.2559
C -2.1308 -3.6402 -2.6259
C -2.3732 -4.6340 -3.7901
H -5.7977 -2.6296 -0.6999
H -6.2707 -1.8891 -2.2637
H -4.8610 -1.3640 -1.4751
H -5.1059 -4.1265 -2.8123
H -4.4754 -2.7455 -3.4718
H -2.4833 -4.8802 -0.3368
H -3.6924 -5.5639 -1.4957
H -4.2550 -3.7082 0.8002
H -4.3594 -5.4781 0.9547
H -5.4258 -4.5921 -0.0928
H -1.9614 -2.6664 -3.0854
H -1.2601 -3.8986 -2.0231
H -2.8510 -5.5647 -3.4840
H -3.0163 -4.0688 -4.4647
H -1.4730 -4.9224 -4.3328
C -1.9501 2.4161 -0.1116
C -2.2454 2.0540 1.3135
N -1.3623 2.7753 2.3317
C -2.0045 2.7115 3.6523
C -3.2157 3.5835 3.7823
C 0.0316 2.2947 2.4367
C 0.2183 0.7913 2.5084
H -2.1673 3.4554 -0.3584
H -2.5097 1.7677 -0.7857
H -0.8667 2.3012 -0.1468
H -3.2878 2.2741 1.5439
H -2.2031 0.9650 1.3351
H -2.3041 1.6740 3.8002
H -1.3252 2.9007 4.4835
H -3.0564 4.6534 3.6480
H -3.9928 3.4208 3.0354
H -3.6200 3.5057 4.7916
H 0.5785 2.6927 3.2915
H 0.5183 2.6164 1.5161
H -0.2673 0.2471 1.6984
H -0.2884 0.4430 3.4084
H 1.2650 0.4890 2.4737
C 0.7188 4.9915 -5.3798
C 0.8577 4.6396 -3.8612
N -0.2677 3.8751 -3.3775
C -0.1824 3.6619 -1.9186
C -0.3731 4.9823 -1.2183
C -0.5510 2.6175 -4.0599
C 0.6268 1.6077 -4.1285
H 1.4950 5.6622 -5.7483
H -0.1991 5.5338 -5.6062
H 0.8801 4.0952 -5.9789
H 1.7665 4.0769 -3.6477
H 0.9282 5.5434 -3.2560
H -1.0344 3.0473 -1.6279
H 0.7274 3.1593 -1.5904
H -0.7904 4.8315 -0.2228
H 0.5819 5.5006 -1.1317
H -1.1918 5.5576 -1.6505
H -0.7934 2.9285 -5.0761
H -1.4933 2.2830 -3.6259
H 1.3573 1.8792 -4.8905
H 0.2732 0.6290 -4.4528
H 1.2021 1.4823 -3.2112
C -2.3422 -2.7822 4.4202
C -1.2909 -1.6910 4.6443
N 0.0412 -2.1240 4.0976
C 1.1152 -1.3723 4.7288
C 1.4495 -2.0050 6.0623
C 0.1111 -1.9402 2.6341
C 1.3237 -2.7007 1.9953
H -2.5361 -3.1914 3.4287
H -3.3202 -2.3950 4.7059
H -2.0617 -3.6083 5.0736
H -1.5815 -0.7229 4.2363
H -1.2625 -1.4321 5.7027
H 2.0597 -1.4263 4.1874
H 0.8375 -0.3183 4.7145
H 1.6197 -3.0667 5.8834
H 2.3460 -1.6173 6.5461
H 0.5925 -1.7221 6.6736
H 0.0624 -0.8743 2.4114
H -0.8205 -2.3154 2.2106
H 2.3159 -2.2829 2.1659
H 1.2405 -2.7922 0.9123
H 1.2803 -3.7388 2.3249
C 6.9823 -0.0330 2.8549
C 5.7095 -0.8031 2.5728
N 4.5220 -0.1486 3.0961
C 4.5203 -0.0258 4.5905
C 4.5228 -1.4117 5.3029
C 3.3061 -0.8200 2.7010
C 2.7793 -0.4101 1.2804
H 7.6978 -0.5363 2.2047
H 7.2411 0.0427 3.9110
H 6.9482 1.0017 2.5138
H 5.5423 -0.8771 1.4982
H 5.8454 -1.8487 2.8488
H 3.6253 0.5229 4.8837
H 5.3744 0.5680 4.9160
H 5.2498 -2.1409 4.9453
H 3.5635 -1.9080 5.1566
H 4.6115 -1.3042 6.3839
H 3.3447 -1.9053 2.7946
H 2.4503 -0.6163 3.3446
H 1.8352 -0.8954 1.0326
H 2.5247 0.6375 1.4413
H 3.5749 -0.4015 0.5354
C -6.3346 3.0963 -0.1672
C -6.0451 2.8633 -1.6748
N -5.1198 1.7565 -2.0196
C -5.6238 0.4236 -1.6507
C -6.8318 0.0335 -2.5637
C -3.7525 2.0817 -1.4865
C -2.7627 1.5587 -2.6025
H -5.4330 3.2556 0.4243
H -6.9409 2.3082 0.2795
H -6.9226 4.0093 -0.0744
H -7.0073 2.6332 -2.1321
H -5.6800 3.7697 -2.1577
H -4.7677 -0.2432 -1.7533
H -5.8959 0.4402 -0.5953
H -7.2087 -0.9856 -2.4782
H -7.7427 0.6321 -2.5615
H -6.5878 0.2102 -3.6113
H -3.6391 1.6107 -0.5101
H -3.5803 3.1551 -1.4072
H -1.7714 1.4029 -2.1768
H -2.8169 2.1348 -3.5262
H -3.1201 0.5809 -2.9256
*
```

The total energy comes out at -71558.4148 eV. The calculation puts the frontier orbital gap at 0.2887 hartree. Its energy above the lowest of the compared OMol25 structures with the same formula, charge and spin is 3675.18 kJ/mol. The LUMO energy is 0.66 eV.

[2]
Below is a 2-piece molecular cluster, C2H5NO overall in a non-equilibrium geometry, with properties calculated with ωB97M-V/def2-TZVPD.

Geometry as ORCA input:
```
! RIJCOSX wB97M-V def2-TZVPD def2/J DEFGRID3
* xyz 0 3
C -0.6918 0.0066 1.1406
C 0.0045 -1.4743 -0.7499
N 0.5516 -1.5256 -1.8775
O -0.4211 1.3737 1.2466
H -1.7167 -0.1401 1.2570
H -0.1467 -2.5224 -0.3445
H 0.5279 1.4376 1.5879
H -0.2513 -0.7494 1.7035
H 0.5808 -0.6395 -2.4808
*
```

The total energy comes out at -5686.5734 eV. The calculation puts the frontier orbital gap (spin up / spin down) at 0.2712 / 0.3980 hartree. As for the expectation value of S²: 2.0068. Its energy above the lowest of the compared OMol25 structures with the same formula, charge and spin is 107.16 kJ/mol. The LUMO energy (spin up / spin down) is 0.86 / -0.95 eV.

[3]
Below is one molecule with the formula C3H6OS in a non-equilibrium geometry, with properties calculated with ωB97M-V/def2-TZVPD.

Geometry as ORCA input:
```
! RIJCOSX wB97M-V def2-TZVPD def2/J DEFGRID3
* xyz 0 1
C -0.7023 0.9042 0.3276
C 0.5645 0.8999 -0.4755
C 1.5067 0.0284 0.3063
H -1.0027 -1.3803 0.6539
H -1.3023 1.7893 0.1669
H -0.3866 0.7844 1.3479
H 0.3030 0.4706 -1.4154
H 1.0653 1.8389 -0.5124
H 1.6812 0.1907 1.3911
O 2.2885 -0.7983 -0.1287
S -1.6800 -0.5189 -0.0970
*
```

The total energy comes out at -16090.0214 eV. The calculation puts the frontier orbital gap at 0.3732 hartree. Its energy above the lowest of the compared OMol25 structures with the same formula, charge and spin is 93.52 kJ/mol. The LUMO energy is 0.75 eV. The structure (SMILES) is O=CCCS.

[4]
Below is a 8-piece molecular cluster, C32H64O8 overall in a non-equilibrium geometry, with properties calculated with ωB97M-V/def2-TZVPD.

Geometry as ORCA input:
```
! RIJCOSX wB97M-V def2-TZVPD def2/J DEFGRID3
* xyz 0 1
C -0.7015 5.8568 -12.4583
C -0.9095 7.1098 -13.3253
C -0.2156 8.1802 -12.5287
O 0.6425 7.5528 -11.6001
C 0.5478 6.1312 -11.6468
H -0.4327 4.9344 -12.9731
H -1.6120 5.7212 -11.8746
H -1.9553 7.3201 -13.5495
H -0.5239 6.9823 -14.3368
H -1.0176 8.7460 -12.0546
H 0.2491 8.9928 -13.0870
H 0.3897 5.8207 -10.6140
H 1.4580 5.7057 -12.0694
C 4.0202 7.0108 -16.8882
C 3.5232 7.2963 -18.2621
C 3.6138 5.8862 -18.8777
O 4.7760 5.3133 -18.2959
C 5.1756 6.0083 -17.0410
H 3.1825 6.4131 -16.5291
H 4.3176 7.7536 -16.1480
H 4.1388 7.9448 -18.8855
H 2.5229 7.7028 -18.1130
H 3.7451 5.9159 -19.9594
H 2.7000 5.3378 -18.6491
H 6.0988 6.5341 -17.2844
H 5.3781 5.4004 -16.1592
C 3.9937 7.7745 -11.9497
C 4.7024 7.1317 -13.1297
C 4.9345 5.6401 -12.7561
O 4.8303 5.6148 -11.2999
C 4.7218 6.8891 -10.8059
H 2.9478 7.5175 -11.7820
H 4.1552 8.8222 -11.6958
H 5.6595 7.6071 -13.3445
H 4.1104 7.1544 -14.0446
H 5.9043 5.2960 -13.1157
H 4.1418 4.9987 -13.1412
H 5.7784 7.1542 -10.7703
H 4.2786 6.8221 -9.8123
C 8.6410 12.5009 -16.9799
C 7.7686 11.5109 -16.1802
C 6.3100 11.6912 -16.7581
O 6.5170 12.5949 -17.8366
C 7.5921 13.4849 -17.5489
H 9.2048 12.0282 -17.7841
H 9.3709 12.9784 -16.3262
H 7.8499 11.5154 -15.0932
H 8.0331 10.5028 -16.4991
H 5.7146 12.1158 -15.9499
H 5.7442 10.8041 -17.0429
H 7.3830 14.2923 -16.8472
H 8.0220 13.8240 -18.4914
C -2.5400 15.3386 -15.6270
C -2.1364 16.4421 -16.5613
C -3.3016 17.4729 -16.5165
O -4.0759 16.9094 -15.4180
C -3.4052 16.0810 -14.5634
H -1.7272 14.7556 -15.1942
H -3.2127 14.6538 -16.1434
H -1.8782 15.9950 -17.5213
H -1.1319 16.8324 -16.3980
H -3.8340 17.3953 -17.4644
H -3.0102 18.4912 -16.2592
H -4.0997 15.5378 -13.9224
H -2.7868 16.7441 -13.9584
C 3.7305 12.6913 -10.6195
C 3.3155 11.9390 -9.3499
C 2.7591 13.0316 -8.5079
O 3.6793 14.1634 -8.7848
C 4.3768 13.9431 -10.0105
H 2.9313 12.9432 -11.3166
H 4.4322 12.1383 -11.2439
H 4.2217 11.4735 -8.9623
H 2.5983 11.1270 -9.4701
H 2.6980 12.6206 -7.5002
H 1.7454 13.1500 -8.8907
H 5.4179 13.6535 -9.8681
H 4.2846 14.7781 -10.7050
C 2.0424 11.8064 -15.8735
C 3.1961 11.2267 -15.0110
C 2.5262 11.0110 -13.7440
O 1.3720 11.9152 -13.6274
C 1.3689 12.7082 -14.8216
H 1.5013 11.0134 -16.3897
H 2.5003 12.4238 -16.6463
H 3.9867 11.9658 -14.8809
H 3.5054 10.2721 -15.4367
H 3.1775 11.2171 -12.8947
H 2.2662 9.9542 -13.6844
H 1.9499 13.5907 -14.5539
H 0.3515 13.0026 -15.0788
C 1.4615 15.7448 -11.9998
C 0.7730 15.6875 -10.6665
C -0.7184 15.8604 -11.0596
O -0.5905 16.7650 -12.1586
C 0.6762 16.9374 -12.6300
H 1.4469 14.8750 -12.6565
H 2.4813 16.1287 -11.9710
H 1.0702 16.5414 -10.0578
H 0.9732 14.7772 -10.1014
H -1.2871 16.2425 -10.2118
H -1.1333 14.9067 -11.3858
H 1.0833 17.8362 -12.1668
H 0.6814 17.0508 -13.7141
*
```

The total energy comes out at -50594.6772 eV. The calculation puts the frontier orbital gap at 0.3501 hartree. Its energy above the lowest of the compared OMol25 structures with the same formula, charge and spin is 336.46 kJ/mol. The LUMO energy is 0.32 eV. The structure (SMILES) is C1CCOC1.C1CCOC1.C1CCOC1.C1CCOC1.C1CCOC1.C1CCOC1.C1CCOC1.C1CCOC1.